# 1
This record from the OMol25 dataset describes C5H10O2 in the gas phase. The level of theory is ωB97M-V/def2-TZVPD.

```
17
Properties=species:S:1:pos:R:3:forces:R:3:mulliken_charge:R:1
O 2.330 -0.028 1.049 0.490 0.163 0.021 -0.513
C 1.617 -0.559 -0.049 -0.250 0.033 -0.273 -0.717
C 0.158 -0.340 0.266 0.069 0.211 0.099 0.441
C -0.351 1.122 0.247 0.120 -0.378 -0.033 -0.707
C -1.854 0.916 -0.051 -0.077 -0.302 -0.079 -0.352
O -2.048 -0.488 -0.410 0.028 0.439 0.094 -0.404
C -0.788 -1.091 -0.641 0.292 -0.057 0.102 -0.694
H 3.252 0.081 0.797 0.046 -0.019 0.083 0.305
H 1.851 -0.042 -0.993 0.094 0.023 0.175 0.358
H 1.864 -1.628 -0.205 -0.236 0.282 0.170 0.314
H -0.048 -0.725 1.273 0.222 0.040 -0.068 0.224
H -0.152 1.595 1.217 -0.221 -0.055 -0.284 0.274
H 0.146 1.741 -0.517 -0.142 -0.344 0.080 0.297
H -2.213 1.541 -0.881 0.155 -0.142 0.170 0.252
H -2.483 1.125 0.825 0.146 -0.170 -0.234 0.255
H -0.507 -1.083 -1.712 -0.068 0.243 0.262 0.311
H -0.746 -2.132 -0.299 -0.668 0.033 -0.282 0.356
```
Positions in Å, forces in eV/Å.

Calculated values
E_LUMO = 0.872 eV
HOMO energy = -9.661 eV
energy above the lowest of the compared OMol25 structures with the same formula, charge and spin = 39.15 kcal/mol

---

# 2
This record from the OMol25 dataset describes a molecular structure, C41H44IrN3O3P2Si. The level of theory is ωB97M-V/def2-TZVPD.

```
95
Properties=species:S:1:pos:R:3:forces:R:3:mulliken_charge:R:1
Ir -0.706 0.222 -0.223 0.197 0.121 -0.032 1.820
N -1.667 -2.457 1.708 0.118 -0.005 0.090 0.154
P -1.658 -1.880 0.086 -0.038 -0.021 -0.079 0.460
C -0.795 -3.117 -0.886 -0.025 0.024 0.035 0.486
C -1.359 -4.381 -1.082 -0.020 0.005 -0.013 -0.635
C -0.663 -5.339 -1.798 0.001 -0.001 -0.005 -0.827
C 0.587 -5.038 -2.330 -0.006 0.003 0.003 -0.650
C 1.147 -3.782 -2.144 -0.005 0.015 0.001 -0.540
C 0.459 -2.822 -1.419 0.029 -0.001 0.024 0.191
C -3.393 -1.991 -0.357 -0.018 -0.049 0.000 0.479
C -3.715 -2.100 -1.711 -0.009 0.033 0.021 -0.775
C -5.044 -2.106 -2.105 0.034 -0.001 -0.012 -0.815
C -6.052 -2.004 -1.154 -0.003 0.003 0.025 -0.592
C -5.734 -1.901 0.194 -0.008 -0.003 -0.010 -0.725
C -4.408 -1.891 0.596 0.037 -0.071 -0.018 -0.617
P -0.680 -1.986 2.964 -0.022 0.010 0.021 0.021
C -0.584 -3.303 4.136 -0.054 -0.005 -0.039 0.476
C -1.270 -3.226 5.356 0.064 -0.010 0.025 -0.368
C -1.203 -4.295 6.231 -0.001 0.018 -0.006 -0.740
C -0.452 -5.418 5.903 -0.003 -0.001 0.004 -0.484
C 0.237 -5.489 4.697 0.009 0.005 -0.023 -0.685
C 0.179 -4.432 3.808 -0.044 -0.014 0.008 -0.364
C -1.203 -0.455 3.680 -0.031 0.033 -0.006 0.890
C -0.445 0.037 4.753 -0.009 -0.009 -0.028 -0.673
C -0.810 1.229 5.352 -0.004 0.002 -0.008 -0.896
C -1.907 1.941 4.873 -0.006 -0.005 -0.013 -0.607
C -2.645 1.464 3.797 0.006 0.015 0.019 -0.531
C -2.295 0.268 3.194 0.016 -0.053 0.001 -0.012
H -2.044 -3.397 1.820 -0.019 0.000 -0.001 0.471
H -2.347 -4.609 -0.699 0.005 -0.007 0.004 0.480
H -1.097 -6.317 -1.954 -0.005 -0.011 -0.002 0.468
H 1.122 -5.788 -2.897 0.008 -0.011 -0.008 0.446
H 2.116 -3.554 -2.568 0.011 -0.001 -0.003 0.474
H 0.901 -1.841 -1.264 -0.005 -0.017 -0.002 -0.179
H -2.932 -2.200 -2.455 -0.007 0.004 0.003 0.643
H -5.294 -2.204 -3.152 -0.006 0.000 -0.011 0.481
H -7.088 -2.018 -1.464 -0.008 0.000 -0.004 0.453
H -6.522 -1.839 0.932 -0.005 0.002 0.009 0.478
H -4.172 -1.829 1.651 -0.006 0.020 0.013 0.449
H -1.854 -2.351 5.607 -0.015 0.002 0.004 0.438
H -1.738 -4.255 7.170 -0.004 -0.001 0.008 0.444
H -0.401 -6.247 6.596 0.001 -0.009 0.007 0.431
H 0.824 -6.365 4.458 0.003 -0.010 0.000 0.433
H 0.722 -4.477 2.872 0.011 -0.002 -0.008 0.431
H 0.398 -0.529 5.133 0.009 -0.001 0.003 0.544
H -0.256 1.597 6.205 0.004 0.003 0.017 0.500
H -2.194 2.868 5.353 -0.004 0.010 0.002 0.450
H -3.503 2.016 3.441 -0.005 0.002 -0.001 0.540
H -2.882 -0.115 2.370 -0.012 0.004 -0.002 0.014
C -3.805 1.117 -3.376 0.004 -0.010 -0.040 -1.273
Si -2.815 1.957 -2.044 -0.080 -0.002 0.061 0.135
C -2.691 3.788 -2.279 -0.017 0.033 0.026 -1.180
C -3.477 1.529 -0.340 -0.011 0.032 -0.027 -0.526
N -1.121 1.316 -1.999 -0.014 -0.044 0.078 -0.139
C -0.204 1.467 -2.944 -0.001 -0.019 -0.017 0.959
C -0.545 1.831 -4.290 0.005 0.019 0.015 -0.424
C 0.408 1.952 -5.256 0.041 -0.012 -0.012 -1.086
C 1.764 1.741 -4.942 -0.059 0.010 0.003 -0.733
C 2.154 1.417 -3.646 0.037 -0.036 0.038 -0.661
C 1.202 1.282 -2.665 0.009 0.104 -0.051 0.074
O 1.514 1.028 -1.355 -0.100 -0.224 -0.032 0.303
C 2.808 1.343 -0.920 0.055 0.084 0.070 -0.184
C 3.706 0.324 -0.661 -0.034 -0.018 -0.003 -0.115
C 4.975 0.654 -0.202 0.029 0.033 0.046 -0.678
C 5.327 1.987 -0.004 0.002 -0.049 -0.009 -0.768
C 4.404 2.997 -0.265 -0.025 -0.023 -0.021 -1.130
C 3.130 2.675 -0.725 -0.006 0.004 0.008 0.212
H -3.402 0.139 -3.645 0.008 0.004 0.000 0.382
H -3.857 1.727 -4.279 -0.008 -0.013 -0.035 0.543
H -4.829 0.963 -3.032 -0.015 0.021 0.009 0.457
H -3.699 4.206 -2.342 0.000 0.023 -0.002 0.388
H -2.170 4.060 -3.198 0.001 0.002 -0.006 0.388
H -2.186 4.273 -1.442 0.017 -0.006 0.002 0.352
H -4.111 2.356 -0.009 -0.042 -0.005 -0.004 0.643
H -2.722 1.435 0.457 0.046 0.018 -0.012 -0.098
H -4.087 0.625 -0.351 0.012 0.002 0.001 0.024
H -1.588 1.969 -4.535 -0.008 0.005 -0.001 0.328
H 0.127 2.203 -6.269 -0.005 0.007 -0.011 0.477
H 2.515 1.842 -5.714 0.016 -0.005 0.000 0.471
H 3.201 1.289 -3.408 -0.004 0.002 -0.023 0.605
H 3.417 -0.706 -0.824 0.002 -0.008 0.003 0.511
H 5.698 -0.130 -0.013 -0.008 0.007 -0.009 0.496
H 6.325 2.240 0.328 0.007 0.000 -0.002 0.451
H 4.682 4.035 -0.137 0.010 0.027 0.000 0.447
H 2.405 3.446 -0.957 -0.002 0.018 -0.005 0.593
N 3.178 1.810 2.614 0.058 -0.041 -0.036 -0.073
C 1.799 2.362 2.473 -0.080 0.048 0.019 -1.354
C 0.975 1.314 1.729 0.173 -0.084 0.003 1.756
O -0.089 1.727 1.178 -0.101 0.022 -0.073 -0.892
O 1.408 0.154 1.689 -0.028 0.072 0.031 -0.680
H 3.630 2.063 3.493 0.000 0.011 -0.010 0.427
H 3.785 2.109 1.834 -0.042 -0.030 0.025 0.066
H 3.073 0.783 2.540 0.027 -0.008 0.000 0.356
H 1.827 3.298 1.924 0.004 0.025 0.011 0.353
H 1.377 2.535 3.462 -0.025 -0.012 -0.021 0.464
```
Positions in Å, forces in eV/Å.

Calculated values
E_LUMO (spin up / spin down) = -6.738 / -9.791 eV
HOMO energy (spin up / spin down) = -15.262 / -16.336 eV
energy above the lowest of the compared OMol25 structures with the same formula, charge and spin = 0.00 kcal/mol
multiplicity = 6
total charge = +3

---

# 3
This record from the OMol25 dataset describes a molecular structure, C12H33Hg2O12 at a distorted geometry. The level of theory is ωB97M-V/def2-TZVPD.

```
59
Properties=species:S:1:pos:R:3:forces:R:3:mulliken_charge:R:1
Hg -3.113 -0.027 -2.037 2.040 -0.408 -0.289 1.565
Hg 0.091 -2.016 -2.365 -0.527 0.546 0.774 1.574
C -3.495 -4.314 -1.364 -0.205 -1.973 0.306 -1.225
C -2.305 -3.474 -1.673 -3.184 1.431 -0.113 1.138
O -2.472 -2.460 -2.402 -1.298 2.650 -1.674 -0.800
O -1.191 -3.694 -1.310 4.977 -2.027 1.553 -0.705
H -3.307 -5.236 -0.813 0.892 0.160 0.182 0.349
H -3.776 -4.726 -2.333 -0.696 0.448 -0.101 0.319
H -4.324 -3.923 -0.774 0.082 0.842 -0.675 0.311
C -0.176 1.838 -4.579 1.335 0.442 -0.137 -1.147
C -1.154 1.103 -3.736 -0.046 -1.534 0.349 0.909
O -0.880 -0.048 -3.290 0.132 -0.094 -0.247 -0.734
O -2.290 1.573 -3.466 -0.955 0.693 0.132 -0.737
H 0.078 2.813 -4.164 -0.668 0.251 -0.129 0.357
H -0.460 1.917 -5.628 -0.431 0.186 0.216 0.345
H 0.804 1.361 -4.581 -0.256 -0.543 0.124 0.195
C -0.191 -0.129 1.481 -0.585 0.740 1.672 -0.670
C -0.195 -0.571 0.101 1.779 -0.879 -0.409 0.845
O 0.916 -0.964 -0.384 0.146 -0.461 -0.748 -1.015
O -1.225 -0.570 -0.563 -1.929 0.043 -0.865 -0.335
H -1.160 -0.380 1.911 0.017 0.168 0.138 0.223
H -0.107 0.957 1.423 0.059 0.168 0.326 -0.178
H 0.592 -0.514 2.135 0.100 -0.024 -0.396 0.276
C 1.083 4.480 1.837 -0.122 -0.484 1.647 -0.374
O -0.296 4.844 1.839 -0.384 0.078 -1.201 -0.513
H 1.739 4.996 1.137 -0.661 0.235 -0.075 0.286
H 1.351 4.702 2.870 1.086 0.026 -0.098 0.336
H 1.196 3.403 1.713 0.160 -0.095 -0.353 -0.010
H -0.706 4.260 2.481 -0.094 0.163 0.077 0.292
C 3.151 -0.655 -2.736 -0.229 -0.296 0.648 -0.407
O 2.045 -1.083 -3.620 0.667 0.043 1.126 -0.397
H 3.164 -1.271 -1.837 -0.350 -0.242 -0.138 0.088
H 4.154 -0.777 -3.144 -0.337 0.134 -0.608 0.404
H 2.988 0.357 -2.364 -0.055 0.109 -0.479 0.237
H 2.341 -1.095 -4.534 -0.042 -0.101 -0.079 0.248
C -3.019 -2.055 4.166 -0.042 0.048 0.228 -0.419
O -3.051 -3.460 3.971 -0.103 0.191 -0.173 -0.515
H -3.592 -1.486 3.434 -0.242 -0.218 -0.320 0.171
H -3.447 -1.816 5.140 0.310 0.268 0.104 0.340
H -1.989 -1.707 4.085 0.054 -0.072 0.262 0.106
H -3.701 -3.806 4.587 0.025 -0.199 -0.119 0.320
C -2.503 2.653 0.315 0.983 0.588 -0.219 -0.575
O -3.311 1.926 -0.608 -1.094 -0.788 -0.109 -0.463
H -3.024 3.487 0.785 -0.359 -0.246 -0.028 0.371
H -2.117 1.982 1.083 -0.168 -0.033 -0.256 0.088
H -1.695 3.091 -0.270 0.326 -0.027 0.359 0.333
H -3.861 2.538 -1.103 0.011 0.238 -0.032 0.289
C 4.059 1.769 1.584 0.103 0.552 -0.421 -0.648
O 3.257 1.769 0.365 0.766 0.204 1.000 -0.541
H 4.816 0.986 1.636 -0.492 -0.432 -0.165 0.269
H 4.662 2.675 1.639 -0.320 0.317 -0.509 0.318
H 3.443 1.797 2.483 -0.169 -0.381 -0.021 0.256
H 2.838 0.908 0.306 0.125 -0.167 0.108 0.336
C 3.363 -2.198 2.133 0.157 -0.390 -0.379 -0.726
O 3.342 -1.207 1.122 0.324 0.288 -0.011 -0.398
H 2.773 -1.956 3.017 0.204 0.347 0.171 0.298
H 2.996 -3.168 1.795 -0.146 -0.078 -0.322 0.288
H 4.420 -2.347 2.351 -0.160 0.119 0.427 0.266
H 2.469 -1.056 0.752 -0.507 -0.526 -0.030 0.186
```
Positions in Å, forces in eV/Å.

Calculated values
E_LUMO = -5.553 eV
HOMO energy = -12.244 eV
total charge = +1